[1]
78
Properties=species:S:1:pos:R:3 method="wB97M-V/def2-TZVPD" orbital_gap_ev=2.26 total_energy_ev=-39022.45254 total_charge=+1 e_above_lowest_kcal_mol=60.16 homo_energy_ev=-11.962
Hg -10.564 -26.645 -6.652
C -9.919 -24.740 -2.502
O -9.422 -25.050 -3.790
H -10.115 -23.672 -2.399
H -10.855 -25.279 -2.353
H -9.238 -24.939 -1.674
C -13.558 -21.437 -5.024
C -14.574 -21.978 -4.043
C -15.361 -20.915 -3.258
O -15.504 -22.734 -4.875
H -12.792 -20.885 -4.480
H -14.050 -20.792 -5.753
H -13.033 -22.195 -5.604
H -14.064 -22.650 -3.352
H -14.701 -20.478 -2.510
H -16.239 -21.337 -2.770
H -15.746 -20.071 -3.829
H -14.964 -23.352 -5.372
C -14.121 -22.105 2.075
C -12.744 -21.918 2.651
C -11.644 -21.431 1.737
O -12.848 -21.081 3.808
H -14.802 -22.483 2.838
H -14.087 -22.759 1.204
H -14.619 -21.204 1.716
H -12.440 -22.849 3.131
H -11.987 -20.500 1.284
H -11.483 -22.141 0.926
H -10.676 -21.317 2.225
H -12.893 -20.174 3.497
C -7.528 -19.113 -6.011
C -7.268 -20.441 -5.259
C -7.430 -20.308 -3.788
O -8.137 -21.415 -5.748
H -7.515 -19.188 -7.099
H -6.849 -18.354 -5.622
H -8.563 -18.850 -5.795
H -6.274 -20.814 -5.505
H -8.468 -20.065 -3.562
H -6.838 -19.504 -3.351
H -7.220 -21.292 -3.368
H -8.133 -22.161 -5.144
C -3.839 -25.734 -4.661
C -4.185 -26.832 -3.679
C -4.051 -26.392 -2.219
O -5.525 -27.257 -3.852
H -4.490 -24.870 -4.526
H -4.056 -26.023 -5.690
H -2.790 -25.438 -4.638
H -3.591 -27.729 -3.854
H -3.072 -26.004 -1.938
H -4.239 -27.277 -1.610
H -4.657 -25.538 -1.916
H -6.066 -26.467 -3.780
C -10.437 -27.153 3.671
C -9.468 -27.509 2.531
C -8.185 -26.605 2.630
O -8.917 -28.781 2.805
H -10.045 -27.056 4.683
H -11.315 -27.799 3.679
H -10.850 -26.200 3.338
H -9.909 -27.507 1.535
H -7.404 -26.968 1.962
H -7.852 -26.614 3.668
H -8.342 -25.564 2.350
H -9.651 -29.390 2.913
C -12.987 -31.084 -3.718
C -13.060 -29.593 -4.158
C -13.531 -28.644 -3.044
O -11.734 -29.120 -4.533
H -12.792 -31.758 -4.552
H -13.940 -31.412 -3.303
H -12.217 -31.230 -2.960
H -13.803 -29.532 -4.954
H -13.572 -27.587 -3.308
H -12.863 -28.681 -2.183
H -14.548 -28.976 -2.839
H -11.276 -29.183 -3.692

---

[2]
15
Properties=species:S:1:pos:R:3 method="wB97M-V/def2-TZVPD" spin_multiplicity=2 orbital_gap_ev="6.49 / 4.52" total_energy_ev=-6815.59572 total_charge=-1 e_above_lowest_kcal_mol=72.34 homo_energy_ev="-1.986 / -0.594"
C 1.048 -1.993 0.385
C 0.202 -1.181 1.137
C -0.042 0.226 0.582
C -0.965 0.181 -0.567
N -1.049 1.162 -1.363
C -0.708 2.510 -1.055
H 2.125 -1.747 0.037
H 1.072 -3.169 0.408
H 0.383 -1.759 -0.437
H -0.675 0.973 1.161
H 0.214 -1.202 2.167
H 0.849 0.786 0.220
H -1.586 -0.684 -0.661
H -0.354 2.848 -0.073
H -0.515 3.048 -1.942